Record 1
Entry from the Open Molecules 2025 dataset: a structure of composition C31H52LuN2O3P2 in a non-equilibrium geometry (ωB97M-V with the def2-TZVPD basis set).

Atoms and positions in Å:
Lu1 -0.5934 -0.1455 0.8964
P1 -1.2839 2.0213 0.1698
P2 -1.5484 2.6553 -2.6782
O1 -3.4445 -5.3031 0.7281
O2 -3.0646 -1.7036 3.4968
O3 -0.4029 -2.0654 -0.1278
N1 -3.1360 -3.6419 2.2503
N2 -1.8782 -1.8668 1.5170
C1 0.5167 0.6228 3.0982
C2 2.1733 0.2846 1.5285
C3 2.8207 1.0993 -3.4979
C4 -0.3113 -4.6951 1.8807
C5 1.4260 1.2800 2.2147
C6 -1.7339 1.7974 -4.2352
C7 -2.3824 1.9533 -1.2973
C8 1.7020 2.7334 2.1831
C9 1.8235 -0.9768 2.0700
C10 1.0624 3.6900 -3.7993
C11 -2.7127 -4.4403 1.1853
C12 2.5408 -2.2412 1.7972
C13 -0.9841 -4.8023 -0.6212
C14 0.4597 -4.6858 -1.0642
C15 -1.2664 -4.1774 0.7686
C16 0.1277 3.4100 -2.5470
C17 2.5452 3.6539 -3.3204
C18 -0.1991 -6.2120 1.9517
C19 0.8750 1.0933 -1.8963
C20 0.8823 2.5460 -1.7321
C21 0.3906 -1.7441 4.0885
C22 -2.4318 4.2076 -3.0474
C23 3.2960 2.3557 -3.4956
C24 -1.2450 3.7931 0.5163
C25 3.3225 0.5173 0.6217
C26 -1.1879 -2.6976 0.7023
C27 0.8217 -0.7718 3.0616
C28 -2.4927 1.3156 1.3158
C29 -2.7167 -2.3482 2.5174
C30 -0.3467 1.2709 4.1201
C31 1.3976 0.6623 -3.3019
H1 2.6456 3.9493 -2.2603
H2 3.3260 1.5520 0.2615
H3 -2.5951 2.2567 -4.7408
H4 -1.7741 4.9825 -3.4572
H5 -3.4340 1.6755 0.8881
H6 0.1876 1.3755 5.0796
H7 -1.9456 0.7365 -4.0671
H8 -3.1989 4.0292 -3.8050
H9 1.1452 -5.3375 -0.5076
H10 0.5255 -4.9560 -2.1224
H11 -2.3047 1.7707 2.2877
H12 -1.2935 -5.8563 -0.6068
H13 2.6509 -2.8390 2.7118
H14 1.9934 -2.8469 1.0599
H15 4.2829 0.3266 1.1313
H16 4.3812 2.4822 -3.6126
H17 1.3649 2.9780 -0.8557
H18 -0.0717 0.5130 -1.7306
H19 0.7862 4.6840 -4.1970
H20 -0.6572 2.2821 3.8213
H21 -0.6977 -1.6883 4.2259
H22 1.5459 0.7285 -1.1042
H23 0.7775 -3.6462 -0.9402
H24 0.9074 2.9419 -4.5915
H25 -1.6447 -4.2893 -1.3375
H26 -1.2466 0.6704 4.3185
H27 3.4914 0.2585 -3.7125
H28 0.4142 -6.6083 1.1334
H29 -3.2510 2.5936 -1.0634
H30 -2.9335 4.6316 -2.1755
H31 3.5390 -2.0483 1.3819
H32 -2.7080 0.9368 -1.5861
H33 -3.9604 -3.9196 2.7475
H34 0.6744 -4.2334 1.7187
H35 1.5296 3.1926 3.1666
H36 -0.4110 4.3485 0.0740
H37 -0.0916 4.4125 -2.1160
H38 -1.1850 -6.6937 1.9194
H39 2.7446 2.9374 1.9072
H40 0.7431 1.0525 -4.0945
H41 -0.6749 -4.2980 2.8403
H42 3.2952 -0.1498 -0.2518
H43 3.0387 4.4578 -3.8812
H44 0.8543 -1.5565 5.0733
H45 -2.1880 4.2168 0.1653
H46 0.6659 -2.7656 3.7983
H47 1.3040 -0.4342 -3.3556
H48 -0.8920 1.9022 -4.9284
H49 0.2798 -6.4904 2.8974
H50 -1.1876 3.9017 1.6044
H51 1.0584 3.2381 1.4502
H52 -2.6273 0.1981 1.4200

Summary:
Charge ... +1
Largest force on an atom ... 6.2 eV Å⁻¹
HOMO level ... -0.3014 Ha
Orbital gap ... 5.48 eV
E_tot ... -94304.5578 eV
Energy above the lowest of the compared OMol25 structures with the same formula, charge and spin ... 309.3 kJ/mol

---

Record 2
Entry from the Open Molecules 2025 dataset: a cluster of 9 separate species, C24H15Cl32FINO4 in total in a non-equilibrium geometry (ωB97M-V with the def2-TZVPD basis set).

Atoms and positions in Å:
I1 3.3437 -2.6308 -0.3002
Cl1 8.3739 -2.1590 3.0954
Cl2 -7.4188 -0.4265 3.1664
Cl3 5.1825 2.8949 2.9252
Cl4 -9.1934 -2.8728 4.1806
Cl5 0.3632 -8.5706 -3.3544
Cl6 -1.3250 -7.8284 -1.1360
Cl7 0.4317 6.2676 -2.2948
Cl8 10.8004 0.2424 -2.2784
Cl9 -5.0459 -0.6176 1.5413
Cl10 -8.5709 -4.3457 6.5761
Cl11 8.0027 -2.1581 0.2374
Cl12 2.4741 2.9455 1.9085
Cl13 -9.7524 -5.6996 4.3195
Cl14 -2.1831 5.7366 4.2898
Cl15 10.3676 -0.0823 0.5502
Cl16 5.7305 -1.8769 1.9794
Cl17 0.0260 5.9863 -5.1389
Cl18 -4.8155 -0.2853 4.3982
Cl19 -11.3233 -3.8428 5.8716
Cl20 -0.2090 -5.7885 -2.8393
Cl21 7.1079 -4.4103 1.8060
Cl22 0.6144 5.1613 3.8845
Cl23 4.7045 3.1342 0.0908
Cl24 10.7306 2.5563 -0.5569
Cl25 -5.7403 -2.7853 3.3053
Cl26 -0.3423 5.8900 6.5050
Cl27 -0.2405 7.8655 4.4051
Cl28 -0.6778 3.8279 -3.3505
Cl29 -2.2440 6.2400 -3.3750
Cl30 12.9601 0.7297 -0.4282
Cl31 4.1224 0.6527 1.4254
Cl32 1.5018 -7.2542 -1.0512
F1 -0.8540 3.3215 2.2561
O1 1.8294 0.3050 -1.0055
O2 -4.5138 -0.2408 -2.1523
O3 -3.4220 0.2962 -3.9814
O4 -2.9359 2.2616 -2.2864
N1 -4.5373 -0.3934 -3.2918
C1 -1.9197 1.6926 -1.9515
C2 0.6844 0.6214 -1.2681
C3 -0.6154 5.5812 -3.5443
C4 -2.1857 -0.1675 -3.6038
C5 4.1303 2.4068 1.5958
C6 7.3038 -2.6551 1.7783
C7 -1.7300 3.3797 -0.0233
C8 0.0819 -7.3667 -2.0955
C9 1.7131 -1.8565 -2.7778
C10 -2.4100 1.6039 1.6872
C11 -5.7564 -1.0342 3.1043
C12 -1.4029 0.4509 -2.6296
C13 0.3650 -1.1986 -2.9777
C14 -9.7119 -4.1892 5.2362
C15 0.0585 1.7119 -0.5034
C16 -1.6998 -1.2896 -4.2582
C17 -0.5322 6.1603 4.7688
C18 0.4252 -3.1944 -0.9497
C19 11.2154 0.8619 -0.6752
C20 -0.4541 -1.7815 -3.9425
C21 -1.9663 3.0420 1.4545
C22 -1.1288 2.2372 -0.7977
C23 1.7346 -2.9968 -1.6998
C24 -0.1317 -0.0698 -2.3144
H1 1.9556 -2.3203 -3.7376
H2 0.6121 2.1175 0.3322
H3 -2.7041 3.6338 -0.4387
H4 2.5051 -1.1450 -2.5799
H5 -1.0936 4.2646 -0.1064
H6 -0.1179 -2.6555 -4.4903
H7 0.3246 -2.4920 -0.1209
H8 2.0211 -3.9131 -2.2080
H9 -2.7701 3.6984 1.7995
H10 0.4619 -4.1805 -0.4783
H11 -2.3153 -1.7453 -5.0231
H12 -3.0829 1.5308 2.5396
H13 -1.5269 0.9821 1.8402
H14 -0.4492 -3.1966 -1.5975
H15 -2.9468 1.2009 0.8268

Summary:
Charge ... 0
Largest force on an atom ... 1.1 eV Å⁻¹
HOMO level ... -0.3366 Ha
Orbital gap ... 7.73 eV
E_tot ... -446341.0075 eV

---

Among the records above, which one has the lowest HOMO level?
C24H15Cl32FINO4

---

The highest charge belongs to which entry?
C31H52LuN2O3P2

---

Among the records above, which one has the lowest largest force on an atom?
C24H15Cl32FINO4